(1)
The following is a quantum chemistry calculation of the ion C5H8N5S with charge +1 in a non-equilibrium geometry, from OMol25.

Calculated values
relative energy (zero: lowest compared OMol25 entry of this formula, charge and spin): 100.32 kJ/mol
HOMO: -11.3 eV
net charge: +1
2S+1: 1
orbital gap: 8.14 eV

Last column: natural (NBO) charge in e.
Atoms and positions in Å:
C: -0.689 -0.677 0.210  0.08
C: 0.038 -1.664 -0.389  0.31
C: 0.860 2.484 -0.091  0.30
C: 1.233 0.152 -0.782  0.10
C: -2.002 -0.901 0.861  -0.66
N: -0.071 1.780 0.410  -0.26
N: 1.173 -1.137 -0.946  -0.49
N: 0.015 0.496 0.130  -0.09
N: -0.360 -2.964 -0.449  -0.82
N: 1.107 3.751 0.242  -0.79
S: 2.160 1.515 -0.955  0.43
H: -2.640 -0.044 1.205  0.27
H: -2.695 -1.553 0.298  0.24
H: -1.746 -1.507 1.655  0.23
H: 1.993 -1.637 -1.163  0.44
H: -1.158 -3.243 0.231  0.45
H: 0.360 -3.544 -0.894  0.42
H: 0.459 4.459 0.384  0.42
H: 1.964 4.232 0.045  0.41



(2)
The following is a quantum chemistry calculation of the ion C5H8NO with charge -1 in a non-equilibrium geometry, from OMol25.

Calculated values
relative energy (zero: lowest compared OMol25 entry of this formula, charge and spin): 360.58 kJ/mol
HOMO: -1.4 eV
net charge: -1
structure (SMILES): C#CC(C)(C)N[O-]
2S+1: 1
orbital gap: 5.47 eV

Last column: natural (NBO) charge in e.
Atoms and positions in Å:
C: 1.041 1.534 1.797  -0.36
C: 0.645 0.675 1.056  0.06
C: -0.243 -0.050 0.225  -0.09
C: -0.191 0.581 -1.215  -0.60
C: 0.377 -1.455 0.149  -0.63
N: -1.705 0.023 0.871  -0.32
O: -2.362 -1.189 0.965  -0.81
H: 1.192 2.171 2.615  0.21
H: -1.090 1.237 -1.415  0.22
H: 0.793 1.046 -1.299  0.20
H: -0.349 -0.135 -2.139  0.19
H: -0.383 -2.235 0.487  0.26
H: 0.731 -1.780 -0.788  0.19
H: 1.199 -1.620 0.849  0.19
H: -1.601 0.377 1.863  0.29



(3)
The following is a quantum chemistry calculation of a cluster of 2 separate species, C5H8NO in total in a non-equilibrium geometry, from OMol25.

Calculated values
relative energy (zero: lowest compared OMol25 entry of this formula, charge and spin): 435.05 kJ/mol
HOMO (alpha / beta): -1.9 / -1.8 eV
net charge: -1
2S+1: 1
orbital gap (alpha / beta): 6.21 / 6.18 eV

Last column: natural (NBO) charge in e.
Atoms and positions in Å:
C: 1.666 -1.625 -0.129  -0.51
C: 1.904 -0.539 0.359  0.00
C: -1.744 -0.519 0.337  -0.59
C: 1.763 0.802 0.700  -0.67
C: -0.853 0.164 -0.729  -0.35
N: -0.367 1.453 -0.157  0.05
O: -0.090 2.416 -0.932  -0.51
H: 1.678 -2.603 -0.507  0.20
H: -1.344 -1.252 0.962  0.21
H: -2.137 0.209 1.091  0.21
H: -2.814 -0.891 -0.131  0.17
H: 2.267 1.558 0.043  0.20
H: 1.574 1.051 1.768  0.20
H: -0.100 -0.557 -1.091  0.23
H: -1.404 0.332 -1.582  0.18



(4)
The following is a quantum chemistry calculation of the ion C5H8NO with charge +1 in a non-equilibrium geometry, from OMol25.

Calculated values
relative energy (zero: lowest compared OMol25 entry of this formula, charge and spin): 457.29 kJ/mol
HOMO: -14.2 eV
net charge: +1
2S+1: 1
orbital gap: 8.01 eV

Last column: natural (NBO) charge in e.
Atoms and positions in Å:
C: -0.791 2.375 -0.193  -0.11
C: -0.804 1.090 -0.571  -0.36
C: 0.358 -1.188 -0.844  -0.46
C: 0.526 -1.682 0.574  -0.30
C: 0.314 0.270 -0.518  0.12
N: 0.349 -0.500 1.335  0.26
O: -0.171 -0.285 2.377  -0.12
H: -1.589 3.120 -0.143  0.25
H: 0.182 2.701 0.182  0.20
H: -1.818 0.688 -0.876  0.25
H: 1.161 -1.363 -1.461  0.26
H: -0.513 -1.517 -1.283  0.25
H: 0.013 -2.635 0.990  0.26
H: 1.548 -1.827 0.766  0.27
H: 1.236 0.754 -0.334  0.23



(5)
The following is a quantum chemistry calculation of a structure of composition C5H8NO in a non-equilibrium geometry, from OMol25.

Calculated values
relative energy (zero: lowest compared OMol25 entry of this formula, charge and spin): 427.11 kJ/mol
HOMO: -15.8 eV
net charge: +1
2S+1: 1
orbital gap: 9.07 eV

Last column: natural (NBO) charge in e.
Atoms and positions in Å:
C: 1.375 -0.021 0.097  -0.05
C: 2.481 -1.002 -0.026  -0.12
C: 0.008 0.335 -0.014  0.43
C: -0.416 1.722 -0.035  -0.71
C: -1.021 -0.737 0.075  -0.71
N: 2.278 0.964 0.008  0.16
O: 3.280 0.173 -0.042  -0.18
H: 2.664 -1.582 0.895  0.26
H: 2.348 -1.589 -1.044  0.27
H: -0.077 2.114 -0.983  0.29
H: 0.106 2.214 0.702  0.28
H: -1.506 1.953 0.070  0.27
H: -0.649 -1.662 -0.018  0.23
H: -1.721 -0.734 -0.658  0.28
H: -1.675 -0.688 0.942  0.30



(6)
The following is a quantum chemistry calculation of a cluster of 2 separate species, C5H8NO in total in a non-equilibrium geometry, from OMol25.

Calculated values
relative energy (zero: lowest compared OMol25 entry of this formula, charge and spin): 223.53 kJ/mol
HOMO (alpha / beta): -9.8 / -16.7 eV
net charge: +1
2S+1: 3
orbital gap (alpha / beta): 5.67 / 10.10 eV

Last column: Mulliken spin population.
Atoms and positions in Å:
C: -0.915 -0.103 -0.827  0.05
C: 1.424 0.347 0.641  0.72
C: 1.880 -0.544 -0.095  0.45
C: 1.258 -1.910 -0.144  0.09
C: -2.077 1.855 0.343  0.00
N: -1.441 0.749 -0.281  0.07
O: 0.955 1.273 1.197  0.52
H: -0.480 -0.940 -1.210  -0.01
H: 2.895 -0.459 -0.574  0.08
H: 0.609 -2.099 0.737  -0.03
H: 1.930 -2.681 -0.045  0.01
H: 0.922 -2.100 -1.169  0.05
H: -2.745 2.367 -0.438  0.00
H: -1.484 2.732 0.653  0.01
H: -2.729 1.513 1.211  0.00



Number 1: E -866.9949 hartree. Number 2: E -325.1396 hartree. Number 3: E -325.1112 hartree. Number 4: E -324.8648 hartree. Number 5: E -324.8763 hartree. Number 6: E -324.7992 hartree.